1.
{"formula": "C21H66N4O12", "method": "wB97M-V/def2-TZVPD", "symbols": ["C", "C", "O", "H", "H", "H", "H", "H", "H", "C", "C", "O", "H", "H", "H", "H", "H", "H", "C", "C", "O", "H", "H", "H", "H", "H", "H", "C", "C", "O", "H", "H", "H", "H", "H", "H", "C", "C", "O", "H", "H", "H", "H", "H", "H", "C", "C", "O", "H", "H", "H", "H", "H", "H", "C", "C", "O", "H", "H", "H", "H", "H", "H", "C", "C", "O", "H", "H", "H", "H", "H", "H", "C", "C", "O", "H", "H", "H", "H", "H", "H", "C", "O", "N", "N", "H", "H", "H", "H", "C", "O", "N", "N", "H", "H", "H", "H", "C", "O", "H", "H", "H", "H"], "positions_angstrom": [[2.284560, -4.067201, -0.010047], [3.378641, -3.224438, 0.483255], [3.856423, -3.702932, 1.710483], [1.957766, -3.731014, -1.043533], [1.317738, -4.156970, 0.577489], [2.596511, -5.109169, -0.094309], [2.896397, -2.311479, 0.717540], [4.145588, -3.049734, -0.246096], [4.546260, -3.094872, 2.009563], [0.086585, 3.072813, 0.206678], [-0.800920, 4.127720, 0.889322], [-0.561892, 4.166020, 2.305836], [0.015383, 2.209842, 0.740305], [1.065028, 3.555937, 0.152767], [-0.382668, 2.855149, -0.818031], [-1.779036, 3.661257, 0.691960], [-0.618041, 5.080291, 0.378632], [-0.854860, 4.996977, 2.748937], [-0.249107, -0.414539, 0.613014], [0.587792, -0.891565, -0.496998], [1.265942, 0.315809, -0.932513], [-1.127872, 0.058922, 0.189106], [0.212422, 0.129651, 1.300489], [-0.526507, -1.371468, 1.034122], [-0.092859, -1.258944, -1.275519], [1.239898, -1.618097, -0.225086], [0.650797, 0.839243, -1.567861], [-5.406566, -0.420780, 1.171877], [-3.920637, -0.730295, 1.638997], [-3.765485, -0.444070, 2.980134], [-5.592484, 0.625864, 1.186514], [-6.129064, -0.881430, 1.867035], [-5.574153, -0.829872, 0.217391], [-3.168785, -0.177866, 1.098105], [-3.731150, -1.760478, 1.391265], [-3.087585, 0.255798, 2.992561], [-3.296001, 2.029240, -0.420853], [-4.492950, 1.823387, -1.269002], [-4.086299, 1.345669, -2.495597], [-3.564321, 1.847186, 0.567652], [-3.127840, 3.042970, -0.664686], [-2.450185, 1.406034, -0.731849], [-5.050224, 2.743928, -1.295096], [-5.218590, 1.075223, -0.786989], [-4.882358, 0.903601, -2.915331], [4.012591, 1.887400, -2.172663], [3.436977, 3.257861, -1.727706], [4.165863, 3.805179, -0.699942], [4.145684, 1.286539, -1.333377], [5.021962, 2.149675, -2.452979], [3.414191, 1.491681, -2.997633], [2.347424, 3.101323, -1.505360], [3.529535, 4.029327, -2.490707], [3.827979, 4.760638, -0.660531], [3.844750, -2.141429, -2.998623], [3.078438, -1.360121, -3.996607], [1.757765, -1.581369, -3.654542], [4.868349, -1.893680, -3.046576], [3.840124, -3.275435, -3.174486], [3.450959, -2.123178, -1.982170], [3.178426, -1.815795, -4.966322], [3.428844, -0.325923, -4.017850], [1.591030, -1.281789, -2.745997], [-0.912736, -2.808902, 3.285343], [0.392889, -2.315775, 3.857196], [1.382883, -3.138488, 3.354954], [-0.733940, -3.234596, 2.275334], [-1.717283, -2.146951, 3.151577], [-1.074740, -3.724197, 3.799599], [0.259618, -2.006168, 4.859893], [0.520152, -1.357837, 3.325458], [2.062704, -2.513919, 3.124984], [-2.733734, -3.205069, -0.691053], [-3.164899, -1.983357, -1.577917], [-4.558697, -1.992853, -1.848913], [-3.118625, -3.362054, 0.291839], [-1.680726, -3.287937, -0.642175], [-3.013157, -4.182428, -1.148992], [-2.674448, -1.954555, -2.551676], [-2.879376, -1.037329, -1.034001], [-4.707641, -2.928699, -2.188835], [3.317943, 0.577337, 2.103641], [2.638642, -0.633706, 2.511046], [2.960944, 1.216067, 1.031412], [4.071243, 1.314167, 2.891059], [2.142828, 0.808656, 0.504433], [3.430127, 2.083030, 0.740193], [3.861801, 1.314610, 3.899797], [4.547731, 2.129591, 2.567491], [-0.705883, 0.987211, -3.383542], [-1.086450, -0.392239, -3.436816], [-1.438432, 2.007819, -3.069210], [0.501633, 1.430648, -3.411523], [-2.513091, 1.776548, -2.914489], [-1.083687, 3.014725, -3.022931], [0.839626, 2.386609, -3.398961], [1.120521, 0.691061, -3.530844], [-0.733776, 1.085234, 3.932842], [-1.784105, 1.483359, 3.142841], [-0.987010, -0.011769, 4.076834], [-0.889923, 1.462587, 4.928595], [0.233532, 1.181817, 3.474845], [-1.598640, 2.375527, 2.773114]], "forces_ev_per_a": [[-2.25, -1.77, -1.65], [-0.87, 0.67, 1.07], [1.02, -0.54, 0.47], [0.46, -0.38, 1.00], [1.36, 0.72, -0.10], [0.17, -0.10, -0.25], [-0.09, 1.68, -0.05], [0.60, -0.21, -0.46], [-0.28, -0.16, 0.06], [-0.62, 3.37, -1.84], [-0.51, -1.20, -0.49], [0.11, 0.54, 0.19], [0.39, -2.48, 1.51], [0.27, -0.92, -0.22], [0.92, 0.47, 1.28], [-0.24, 1.26, 0.35], [-0.50, 0.04, 0.39], [0.17, -0.92, -0.94], [-2.88, -3.76, -2.14], [-2.17, 3.33, -1.46], [-0.53, 0.57, -2.54], [-0.17, 0.27, 0.28], [2.11, 2.32, 2.92], [-0.87, -0.01, 0.92], [0.41, -0.07, -0.20], [2.37, -1.83, 0.73], [1.53, -1.43, 1.70], [1.43, -0.79, 1.80], [-2.06, 0.12, -1.12], [0.54, 0.36, 0.99], [-0.18, 0.98, 0.01], [0.48, 0.05, -0.10], [-0.23, -0.44, -1.37], [0.00, 0.34, -0.65], [0.09, -0.64, 0.30], [-0.27, -0.10, 0.56], [0.36, -0.20, -1.48], [-2.33, -2.30, 1.95], [-1.73, -1.00, -2.34], [-0.08, 0.12, 1.91], [1.26, 1.29, 0.57], [-0.31, 0.08, 0.19], [-0.36, 0.61, -0.49], [1.08, 0.88, -0.76], [1.73, 0.63, 0.41], [0.13, 3.02, -0.72], [-1.44, -1.24, -1.86], [-0.24, 2.39, 2.14], [-0.44, -1.52, 1.25], [0.41, -0.31, -0.77], [0.34, -0.20, 0.37], [0.68, 0.31, 0.17], [-0.48, -0.51, -1.01], [1.09, -2.04, 0.39], [0.83, -2.91, 0.25], [0.19, -1.06, 0.62], [-2.18, 1.04, -0.08], [1.46, 0.43, 0.45], [-0.28, 1.48, -0.27], [0.09, 0.84, -0.02], [0.29, 0.18, -0.62], [-0.32, 0.23, -0.11], [0.08, -0.16, -0.30], [1.33, -2.05, -1.06], [-1.82, 2.55, -3.72], [0.68, -0.90, 1.21], [0.29, 0.60, 0.19], [-1.21, 0.88, 0.67], [-1.32, -0.74, 0.85], [0.66, -0.63, 1.77], [0.25, 0.14, 0.43], [1.10, 0.02, -0.35], [-0.76, -0.75, -1.99], [0.63, -0.16, 1.34], [-0.60, -1.77, -0.32], [-0.48, 0.86, 0.79], [1.34, 0.24, 0.15], [-0.03, 0.62, -0.37], [0.58, -0.17, 0.34], [-0.59, -0.79, -0.63], [-0.07, 1.87, 0.58], [-5.14, -5.22, 2.54], [3.83, 6.18, -2.01], [-1.40, -0.46, -3.00], [1.80, -0.13, 3.80], [1.54, 0.75, -0.13], [-0.66, -0.60, 0.20], [0.54, -0.52, -0.99], [-0.13, 0.29, -0.31], [-3.36, -6.26, 0.52], [2.04, 7.62, 0.25], [-6.68, 2.36, 0.89], [4.76, -0.37, -0.93], [2.45, 0.95, -0.57], [-0.85, -2.46, -0.22], [-0.45, -0.50, -0.09], [2.05, -1.11, -0.66], [-0.95, -3.11, 1.26], [-1.05, 2.04, -2.16], [0.96, 0.96, -0.14], [0.79, 0.73, 0.53], [0.56, 0.24, 0.08], [-0.19, -0.61, 0.46]], "gap_ha": 0.321, "e_lumo_ev": -0.3, "e_homo_ev": -9.0, "smiles": "NC(N)=O.NC(N)=O.CCO.CCO.CCO.CCO.CCO.CCO.CCO.CCO.CCO.CO", "mol_weight_g_mol": 566.78, "max_force_ev_per_a": 7.891}

2.
{"formula": "C21H68N22O25Zn2", "method": "wB97M-V/def2-TZVPD", "symbols": ["Zn", "Zn", "C", "O", "O", "O", "C", "O", "O", "O", "C", "O", "N", "N", "H", "H", "H", "H", "C", "O", "N", "N", "H", "H", "H", "H", "C", "O", "N", "N", "H", "H", "H", "H", "C", "O", "N", "N", "H", "H", "H", "H", "C", "O", "N", "N", "H", "H", "H", "H", "C", "O", "N", "N", "H", "H", "H", "H", "C", "O", "N", "N", "H", "H", "H", "H", "C", "O", "N", "N", "H", "H", "H", "H", "C", "O", "N", "N", "H", "H", "H", "H", "C", "O", "N", "N", "H", "H", "H", "H", "C", "O", "N", "N", "H", "H", "H", "H", "C", "C", "O", "O", "H", "H", "H", "H", "H", "H", "C", "C", "O", "O", "H", "H", "H", "H", "H", "H", "C", "C", "O", "O", "H", "H", "H", "H", "H", "H", "C", "C", "O", "O", "H", "H", "H", "H", "H", "H"], "positions_angstrom": [[1.296960, -0.795063, -1.518189], [1.571540, -1.485253, 1.617631], [0.232990, 0.334737, 0.538821], [1.454920, 0.244537, 0.365671], [-0.012760, -0.310273, 1.548241], [-0.213570, -0.323023, -0.373289], [2.873870, -2.454583, -0.431429], [3.262190, -2.262633, 0.705501], [3.124210, -1.680943, -1.415629], [1.653090, -2.427213, -0.258089], [-3.422570, -1.986113, -1.235989], [-4.457270, -2.657553, -1.359489], [-3.301510, -1.105073, -0.238539], [-2.308480, -1.951963, -1.817139], [-2.425000, -0.633933, -0.065739], [-4.160220, -0.934563, 0.265101], [-2.061040, -2.516263, -2.617409], [-1.740250, -1.217343, -1.420199], [-0.555290, -5.101293, 0.288731], [0.591940, -5.390993, 0.423691], [-0.999230, -3.958303, -0.033059], [-1.548650, -5.913393, 0.450391], [-1.803440, -3.786913, -0.619549], [-0.168030, -3.395423, -0.144249], [-1.331960, -6.867043, 0.702801], [-2.497220, -5.566823, 0.436231], [0.891720, -2.883263, -3.889869], [0.516690, -1.901093, -3.175719], [0.241620, -3.588873, -4.802009], [1.937650, -3.537413, -3.679769], [-0.741090, -3.384283, -4.913959], [0.737730, -4.362983, -5.220019], [2.670980, -3.102933, -3.137959], [2.279110, -4.229133, -4.331709], [5.578160, -3.130773, -3.733149], [5.327720, -3.905913, -2.841209], [6.413220, -3.221243, -4.696999], [4.958010, -2.051893, -3.877899], [6.564960, -2.514923, -5.402819], [6.942420, -4.059883, -4.888649], [4.258110, -1.873663, -3.171869], [4.929320, -1.660383, -4.808489], [2.775030, 1.406357, -2.904159], [1.814150, 0.810717, -2.599709], [2.751580, 2.551887, -3.495349], [4.012890, 1.020277, -2.787229], [1.866700, 2.884447, -3.850989], [3.542420, 3.039787, -3.891099], [4.143760, 0.156507, -2.280409], [4.694720, 1.495967, -3.360749], [-2.041410, 6.205307, 0.349791], [-0.999300, 6.298827, -0.211819], [-2.705460, 5.180697, 0.589691], [-2.533400, 7.175607, 1.010291], [-3.638970, 5.348647, 0.936741], [-2.441670, 4.435817, -0.039339], [-1.891480, 7.947137, 1.123331], [-3.371330, 7.068037, 1.563821], [2.898470, 0.490727, 3.550801], [2.653230, -0.610613, 3.208831], [4.060150, 0.956147, 3.961991], [2.064820, 1.407067, 3.400491], [4.752500, 0.331977, 4.350791], [4.116830, 1.959947, 4.058301], [2.247570, 2.273737, 3.885851], [1.211060, 1.259127, 2.881541], [5.583910, 0.673847, -0.259709], [6.133150, 1.728077, -0.385029], [5.003950, 0.261187, 0.770281], [5.795400, -0.380053, -0.989989], [4.459990, -0.588113, 0.824191], [4.817670, 0.878597, 1.547581], [6.264340, -0.262983, -1.876829], [5.299240, -1.223513, -0.739989], [1.524640, 3.857767, -0.246739], [0.681240, 3.350577, -0.986619], [1.652630, 5.097257, 0.020181], [2.492070, 3.153067, 0.306921], [2.425590, 5.472357, 0.551151], [0.832960, 5.669197, -0.125199], [2.458700, 2.144337, 0.344831], [3.185790, 3.614877, 0.877521], [-2.839010, 2.282517, -2.017119], [-3.880830, 1.706377, -1.787629], [-1.797290, 2.231157, -1.153259], [-2.495630, 2.975997, -3.064159], [-1.656430, 1.427357, -0.558139], [-0.950000, 2.753477, -1.324649], [-1.600350, 3.442727, -3.091399], [-3.258260, 3.091337, -3.716239], [0.923180, -3.699863, 4.002201], [1.070890, -2.781443, 3.240071], [1.808170, -4.192743, 4.966001], [-0.002100, -4.546953, 3.756231], [2.545390, -3.584893, 5.293301], [1.565560, -5.093453, 5.353251], [-0.212610, -5.194953, 4.501801], [-0.794390, -4.277243, 3.190861], [-6.265090, 0.597317, 2.167051], [-5.392090, 1.849047, 1.954351], [-4.147060, 1.802867, 2.731731], [-5.727410, -0.667623, 1.804901], [-7.257910, 0.810027, 1.770591], [-6.324810, 0.664447, 3.253341], [-5.951330, 2.727287, 2.276931], [-5.162620, 2.001717, 0.899771], [-3.917350, 0.891667, 2.928081], [-6.160470, -1.307543, 2.374611], [-2.737360, 0.923937, -6.141229], [-2.182830, 0.175567, -4.868389], [-2.318300, -1.228283, -5.000169], [-1.773370, 0.741327, -7.234289], [-2.974380, 1.984117, -6.052159], [-3.793830, 0.765047, -6.357389], [-2.927150, 0.502107, -4.142129], [-1.155350, 0.388837, -4.573579], [-1.858560, -1.508543, -5.794959], [-2.162620, 1.179867, -7.994399], [-2.089200, -1.302803, 4.240581], [-2.903980, -2.532423, 4.625961], [-2.974810, -3.429203, 3.492931], [-2.441090, -0.582723, 3.078031], [-1.003970, -1.402753, 4.260031], [-2.230680, -0.510993, 4.976191], [-3.919530, -2.179413, 4.805191], [-2.440620, -3.060053, 5.459631], [-3.329350, -2.833633, 2.828701], [-1.582820, -0.541613, 2.649901], [-1.252280, 2.921247, 3.587211], [-0.910910, 2.266857, 4.823511], [-0.764510, 3.111237, 5.916691], [-0.174840, 3.645927, 2.946851], [-2.149570, 3.533817, 3.675101], [-1.546430, 2.063927, 2.981751], [-0.060370, 1.597807, 4.692891], [-1.701540, 1.580717, 5.127181], [0.143550, 3.422617, 5.907541], [-0.059110, 3.409567, 2.023631]], "forces_ev_per_a": [[-0.04, -0.33, -0.90], [0.79, -1.04, 0.81], [3.62, -7.23, -0.84], [10.56, 6.42, -0.46], [-5.58, 0.75, 11.91], [-9.57, 0.23, -10.16], [-2.53, 6.37, 1.45], [9.25, -1.16, 5.37], [4.66, -0.76, -4.32], [-11.11, -3.51, -2.11], [-4.95, -0.11, 3.12], [0.80, -0.30, -0.89], [-1.91, 1.23, 2.62], [5.00, -1.26, -4.51], [-0.56, 0.09, 0.49], [0.44, 0.37, 0.33], [0.05, 0.53, 0.09], [1.09, -0.56, -1.22], [0.16, -2.09, 0.18], [3.31, -0.95, 0.70], [0.12, 6.46, -1.41], [-3.19, -4.52, 1.01], [0.23, 0.01, 0.28], [-0.30, 1.12, -0.62], [-0.40, 0.20, -0.07], [0.23, -0.41, 0.14], [-3.27, 2.03, 1.77], [-0.21, -0.90, -1.78], [-3.57, 1.00, -1.98], [7.82, -1.61, 2.15], [0.13, -0.41, -0.49], [-1.04, 0.22, -0.05], [0.02, -0.18, 0.44], [-0.03, 0.11, 0.43], [-0.19, -3.07, 2.12], [0.40, -1.73, 1.22], [5.55, -2.79, -4.79], [-4.57, 6.76, -0.01], [-0.18, -0.05, 0.52], [-0.19, 0.03, 0.43], [-0.29, 0.53, -0.04], [-0.51, 0.43, 0.64], [3.56, 1.23, -1.29], [-5.05, -2.86, 1.67], [-2.06, 5.01, -2.87], [2.14, -2.08, 0.73], [0.03, -0.01, 0.33], [-0.07, -0.37, 0.46], [0.75, 0.02, -0.12], [0.28, -0.61, 0.76], [2.11, 1.93, 0.55], [3.74, -0.03, -2.77], [-3.28, -7.20, -0.62], [-1.61, 6.49, 2.59], [0.12, -1.16, -0.35], [-0.83, -0.94, 0.32], [-0.68, 0.22, 0.24], [0.55, 0.54, 0.05], [2.01, 0.03, -0.13], [0.08, -5.75, -1.17], [3.08, 0.23, 1.42], [-4.71, 5.64, -0.23], [-0.02, 0.34, -0.14], [0.64, -0.49, 0.31], [-0.80, 0.12, -0.57], [-0.03, 0.00, 0.14], [3.00, 0.31, -1.16], [0.79, 3.44, -0.99], [-4.99, -0.43, 7.76], [1.23, -2.86, -4.34], [0.00, -0.33, -0.16], [0.16, 0.14, -0.29], [-0.13, -0.42, 0.22], [0.32, -0.14, -0.73], [0.14, -2.99, -1.22], [-0.66, 0.00, 0.00], [-0.67, 5.48, 0.48], [2.13, -2.26, 1.32], [-0.43, -0.20, -0.09], [-0.10, 0.41, -0.18], [-0.09, -0.20, -0.31], [-0.20, -0.31, -0.14], [0.93, -1.93, 3.16], [-1.21, -0.07, -0.75], [0.84, 0.02, 1.63], [-0.78, 1.71, -3.17], [-0.54, 0.15, -0.25], [0.18, -0.19, 0.00], [-0.47, 0.00, -0.41], [0.58, 0.58, -0.27], [3.10, -1.29, 0.36], [1.00, 3.05, -0.66], [-0.44, 1.57, -0.53], [-4.15, -3.15, 0.51], [-0.13, -0.52, 0.07], [0.64, 0.50, 0.26], [-0.34, -0.13, -0.40], [0.00, 0.07, -0.20], [0.34, 1.36, 1.33], [1.34, -1.10, -0.33], [-1.45, 0.61, -0.61], [0.09, 0.79, -0.25], [-0.06, -0.30, -0.35], [-0.53, -0.51, 0.38], [-0.13, -0.14, 0.25], [0.27, -0.11, -0.16], [0.21, -0.48, -0.25], [0.05, -0.16, -0.14], [1.42, 0.32, 0.04], [-1.85, 0.73, -1.31], [-0.20, -0.37, -0.06], [-1.34, -0.07, 0.77], [1.42, 0.78, 0.93], [0.00, -2.05, -0.43], [0.46, -0.32, 0.70], [-0.10, 0.60, -0.18], [0.09, 0.22, -0.23], [0.14, -0.06, -0.27], [0.49, 1.69, 1.81], [0.23, 0.33, -1.85], [0.17, 0.24, 0.84], [-0.47, -1.09, -0.41], [0.10, -0.86, -0.20], [-0.22, -0.48, 1.13], [-0.10, -0.20, 0.64], [-0.26, 0.14, 0.05], [0.01, -0.15, -0.82], [0.24, 0.44, -1.44], [-0.70, -0.08, -2.74], [0.15, -1.39, 1.49], [0.78, 0.78, 1.04], [0.18, -0.02, 1.04], [0.17, 0.26, 0.06], [-0.16, 0.14, -0.64], [0.36, 0.09, 0.01], [-0.42, 0.08, -0.39], [-0.03, 0.31, 0.17], [-0.42, -0.13, -0.05]], "gap_ha": 0.289, "e_lumo_ev": -0.1, "e_homo_ev": -8.0, "mol_weight_g_mol": 1159.68, "max_force_ev_per_a": 13.965}